# 1
Here is C14H20CoN4O2 as an isolated structure from the OMol25 dataset. Energies are from the ωB97M-V functional and the def2-TZVPD basis.

Its total charge is +1. The value obtained for the gap between HOMO and LUMO (alpha / beta) is 8.10 / 8.10 eV. Its energy above the lowest of the compared OMol25 structures with the same formula, charge and spin is 11.1 kcal per mole. The strongest force on any atom comes out at 1.68 eV Å⁻¹. The value obtained for the highest occupied orbital energy (alpha / beta) is -0.4264 / -0.4264 hartree. The calculation puts the electronic energy at -62518.852 eV.

XYZ file:
```
41
Properties=species:S:1:pos:R:3:forces:R:3
Co -0.031058 -0.112259 0.021780 1.6 -0.3 0.0
C 0.504639 -1.656634 1.413981 -0.9 0.2 0.0
C 1.170187 -0.462615 1.751181 -0.2 0.3 0.2
C 0.204449 0.565920 1.957484 -0.2 -0.5 0.1
C -1.090371 -0.049731 1.851756 0.2 0.9 0.3
C -0.913718 -1.389139 1.545532 0.8 -0.8 -0.5
H 0.959302 -2.601842 1.170157 0.0 0.0 0.0
H 2.239616 -0.327406 1.802377 0.0 0.0 -0.1
H 0.414923 1.593806 2.196975 0.0 0.0 0.0
H -2.043688 0.443575 1.950380 0.1 0.1 0.0
H -1.702958 -2.104007 1.394956 0.1 0.0 -0.1
O -2.774495 0.638514 -0.603508 -0.2 0.1 0.0
C -1.983481 1.539811 -0.825353 0.5 0.2 0.1
O -0.698162 1.501020 -0.629681 -0.8 0.2 -0.2
H -2.316498 2.514978 -1.204068 0.0 0.0 -0.1
C -3.117243 -4.179626 -1.898033 0.0 0.0 0.0
C -3.508324 -2.989516 -1.050472 0.0 0.0 0.0
N -2.384966 -2.066247 -0.944652 0.0 0.0 0.0
C -1.395276 -1.962448 -1.858743 0.1 -0.2 0.0
N -0.450420 -1.045706 -1.673623 -0.3 0.1 0.1
C 0.168544 -0.612479 -2.929144 0.1 -0.1 0.0
C 0.755399 -1.818179 -3.639286 0.0 0.0 0.0
C -0.392637 -2.740636 -3.990208 0.0 0.0 0.0
N -1.392541 -2.793178 -2.925710 0.0 0.1 0.0
C -2.531036 -3.669639 -3.196941 0.0 0.0 0.0
H -3.986002 -4.806889 -2.092488 0.0 0.0 0.0
H -2.372729 -4.786168 -1.377647 0.0 0.0 0.0
H -3.798202 -3.307433 -0.047586 0.0 0.0 0.0
H -4.368769 -2.478174 -1.491669 0.0 0.0 0.0
H -2.595913 -1.142981 -0.561875 0.0 0.0 0.0
H 0.928480 0.132393 -2.731689 0.0 0.0 0.0
H -0.575952 -0.121778 -3.567274 0.0 0.0 0.0
H 1.462944 -2.312456 -2.970368 0.0 0.0 0.0
H 1.286250 -1.539291 -4.549970 0.0 0.0 0.0
H -0.044637 -3.756755 -4.186307 0.0 0.0 0.0
H -0.888189 -2.384077 -4.899312 0.0 0.0 0.0
H -2.163860 -4.495198 -3.805993 0.0 0.0 0.0
H -3.286590 -3.136335 -3.784494 0.0 0.0 0.0
N 2.741206 0.969443 -0.969232 0.1 -0.1 0.1
C 1.751798 0.485892 -0.638546 -0.8 0.0 0.1
H 3.603798 1.390966 -1.254957 0.0 0.0 0.0
```
Forces are in eV/Å.



# 2
Here is a 2-piece molecular cluster, C14H20F8N2O7PS overall from the OMol25 dataset. Energies are from the ωB97M-V functional and the def2-TZVPD basis.

Its total charge is -1. The value obtained for the gap between HOMO and LUMO is 4.78 eV. The strongest force on any atom comes out at 1.38 eV Å⁻¹. The value obtained for the highest occupied orbital energy is -0.1126 hartree. The calculation puts the electronic energy at -74018.384 eV.

XYZ file:
```
53
Properties=species:S:1:pos:R:3:forces:R:3
C -3.312593 -0.122648 0.046407 0.0 -0.1 0.1
O -3.005232 1.260035 -0.166790 0.2 0.2 0.0
C -2.717767 1.506615 -1.505517 -0.5 -0.4 0.0
N -1.353089 1.086419 -1.834363 -0.2 0.0 -0.3
C -1.111999 0.166933 -2.814347 0.2 0.1 -0.6
C 0.231697 -0.062029 -2.819822 -0.6 0.0 -0.8
P 0.966768 -1.295796 -3.972105 0.9 -0.3 1.0
C -0.247317 -2.582382 -3.553527 0.5 -0.3 -0.7
O 0.454158 -0.655773 -5.399824 -0.2 0.1 0.1
N 0.773262 0.762843 -1.845379 0.0 -0.1 -0.1
C 2.187255 0.837478 -1.539936 0.0 -0.1 0.1
C -0.210219 1.437684 -1.245857 0.1 0.4 0.0
C -0.076456 2.368682 -0.098717 0.0 -0.6 0.3
C 0.071328 1.586380 1.225929 -0.2 0.0 0.0
O 1.109587 2.136852 2.023996 0.0 0.0 0.0
C 2.111473 1.245750 2.413478 0.1 0.0 0.1
C 2.611484 1.601988 3.828072 -0.7 0.1 -0.4
F 2.202368 2.837613 4.170835 0.1 0.1 0.0
F 3.961954 1.592418 3.873702 0.2 -0.1 0.1
C 2.052146 0.648157 4.911680 0.5 0.2 0.6
F 2.108954 1.282596 6.100356 0.0 -0.1 0.0
F 0.753930 0.393671 4.665220 -0.1 0.0 -0.3
C 2.842404 -0.690469 5.057027 -0.6 0.0 0.3
F 3.729173 -0.569415 6.061007 0.3 0.0 -0.1
F 3.503115 -0.975758 3.916999 0.1 -0.1 -0.1
C 1.970694 -1.907630 5.398308 0.5 -0.3 -0.2
F 1.233021 -2.264184 4.329254 -0.2 0.1 0.0
F 1.177320 -1.638867 6.447732 -0.2 0.1 0.0
H -2.553140 -0.775958 -0.382444 0.1 0.0 -0.1
H -3.352424 -0.276535 1.119326 -0.1 0.0 0.1
H -4.265816 -0.373045 -0.413033 -0.1 -0.1 -0.1
H -2.868914 2.555456 -1.741480 0.2 0.2 0.2
H -3.360560 0.904962 -2.155279 0.1 0.0 -0.2
H -1.937107 -0.315712 -3.424047 0.0 -0.2 0.5
H -0.572782 -3.067910 -4.478627 -0.1 -0.1 0.0
H -1.143074 -2.157191 -3.148685 -0.8 -0.1 0.1
H 0.155603 -3.338405 -2.882335 0.3 0.0 0.1
H 0.604039 -1.324672 -6.077179 -0.2 0.1 -0.2
H 2.745382 1.073463 -2.438945 0.0 0.1 -0.1
H 2.359050 1.596219 -0.784710 0.0 0.1 0.0
H 2.527829 -0.127089 -1.175016 0.1 -0.1 0.1
H -0.977392 2.967636 -0.040619 0.0 0.3 -0.1
H 0.800742 2.997509 -0.218020 0.0 0.2 0.0
H -0.863397 1.629578 1.781295 -0.1 0.1 0.1
H 0.242514 0.530271 1.016261 0.2 -0.1 0.0
H 1.744424 0.219564 2.440309 0.0 -0.1 -0.1
H 2.969730 1.288190 1.739663 0.1 0.0 0.0
H 2.636144 -2.733514 5.653829 0.0 -0.1 0.0
O -4.504428 -1.221068 -5.208793 0.1 0.0 0.0
S -3.809576 -2.273385 -4.445262 0.0 0.0 0.2
O -4.755396 -3.189635 -3.786937 0.1 0.1 0.0
O -3.005459 -1.563134 -3.334316 -0.2 0.2 0.0
O -2.833411 -3.012758 -5.288775 0.0 0.2 0.2
```
Forces are in eV/Å.



# 3
Here is C14H20MnN3OS as an isolated structure from the OMol25 dataset. Energies are from the ωB97M-V functional and the def2-TZVPD basis.

As for the spin multiplicity: 2. Its total charge is +1. The value obtained for the gap between HOMO and LUMO (alpha / beta) is 8.46 / 7.60 eV. The strongest force on any atom comes out at 0.61 eV Å⁻¹. The value obtained for the highest occupied orbital energy (alpha / beta) is -0.3991 / -0.3947 hartree. The calculation puts the electronic energy at -63509.183 eV.

XYZ file:
```
40
Properties=species:S:1:pos:R:3:forces:R:3
Mn 0.015735 0.531764 -0.173755 0.1 -0.1 0.1
C 0.538729 -0.290898 3.157711 0.0 0.0 0.0
C 0.950839 0.489346 1.950766 -0.1 0.0 0.0
C 0.363514 1.729365 1.666725 0.0 0.1 0.0
C 0.759550 2.484686 0.541885 0.0 0.0 0.0
C 0.181834 3.848952 0.302518 0.0 0.0 0.0
C 1.745705 1.967859 -0.315428 0.0 0.0 0.0
C 2.271827 0.691254 -0.111670 0.0 0.0 0.0
C 3.288456 0.107029 -1.043263 0.0 0.0 0.0
C 1.841517 -0.043878 1.019824 0.1 -0.2 -0.2
H -0.530257 -0.192041 3.338070 0.0 0.0 0.0
H 1.069440 0.092060 4.031642 0.0 0.0 0.0
H 0.778421 -1.346231 3.046288 0.0 0.0 0.0
H -0.390928 2.129435 2.332688 0.0 0.0 0.0
H 0.824674 4.602774 0.759668 0.0 0.0 0.0
H -0.805028 3.954209 0.754857 0.0 0.0 0.0
H 0.123988 4.069950 -0.762509 0.0 0.0 0.0
H 2.035245 2.531423 -1.192493 0.0 0.0 0.0
H 4.283802 0.235385 -0.613471 0.0 0.0 0.0
H 3.268929 0.601074 -2.012847 0.0 0.0 0.0
H 3.113061 -0.956746 -1.191943 0.0 0.0 0.0
H 2.233347 -1.042007 1.167136 0.0 0.0 0.0
O -1.247675 -0.729424 0.603781 -0.2 0.1 0.1
N -1.419258 -1.940174 0.044369 -0.1 0.0 0.2
C -2.207000 -2.806877 0.722779 0.1 0.1 -0.1
C -2.454275 -4.052584 0.226417 0.0 -0.1 -0.1
C -1.878963 -4.415463 -0.998013 -0.1 0.0 0.1
C -1.084866 -3.518759 -1.663335 0.1 0.1 0.0
C -0.843250 -2.240967 -1.132382 0.0 -0.1 -0.1
S 0.145353 -1.050855 -1.886584 0.1 0.1 0.0
H -2.599585 -2.421178 1.650541 0.0 0.0 0.0
H -3.084859 -4.726631 0.785973 0.0 0.0 0.0
H -2.058206 -5.395668 -1.417458 0.0 0.0 0.0
H -0.623142 -3.761601 -2.609314 0.0 0.0 0.0
N -1.552341 1.530680 -1.111094 0.1 0.0 -0.1
N -0.839187 1.962760 -2.277612 0.5 0.1 -0.2
H -2.395147 1.008572 -1.343167 0.0 0.0 0.0
H -1.837143 2.353018 -0.590664 0.0 0.0 0.0
H -1.167387 2.813265 -2.718380 -0.5 -0.1 0.1
H -0.815453 1.197123 -2.938240 0.0 0.0 0.0
```
Forces are in eV/Å.



Question: Which of these has the highest electronic energy?
Answer: C14H20CoN4O2